# 1
{"formula": "C26H21Cl3N3OSiSn", "method": "ωB97M-V/def2-TZVPD", "species": ["Sn", "O", "C", "N", "C", "C", "C", "C", "C", "C", "N", "C", "C", "C", "C", "C", "N", "H", "H", "H", "H", "H", "H", "H", "H", "H", "H", "C", "C", "C", "C", "C", "C", "C", "C", "C", "C", "C", "C", "C", "C", "H", "H", "H", "H", "H", "H", "H", "H", "H", "H", "H", "Cl", "Si", "Cl", "Cl"], "coordinates": [[1.2299, 0.6933, 0.5862], [1.2517, 4.9006, 0.3794], [0.9703, 3.7206, 0.4076], [1.8468, 2.6870, 0.5076], [3.2498, 2.9913, 0.3271], [3.9078, 1.8898, -0.4681], [5.1968, 2.0104, -0.9669], [5.7538, 0.9502, -1.6568], [5.0178, -0.2172, -1.8309], [3.7471, -0.2706, -1.3078], [3.2051, 0.7662, -0.6487], [-0.4634, 3.2759, 0.2314], [-1.4993, 4.1873, 0.2763], [-2.7933, 3.7283, 0.0775], [-3.0071, 2.3809, -0.1716], [-1.9161, 1.5333, -0.2070], [-0.6705, 1.9743, -0.0044], [3.7754, 3.0943, 1.2824], [3.3596, 3.9476, -0.1877], [5.7475, 2.9283, -0.8110], [6.7568, 1.0284, -2.0547], [5.4217, -1.0716, -2.3545], [3.1349, -1.1585, -1.4003], [-1.2681, 5.2258, 0.4657], [-3.6269, 4.4170, 0.1161], [-3.9984, 1.9769, -0.3270], [-2.0372, 0.4740, -0.3868], [-5.9804, 0.1336, 1.4644], [-5.1651, 0.4543, 2.5393], [-3.8693, -0.0399, 2.5993], [-3.3785, -0.8593, 1.5870], [-4.2066, -1.1844, 0.5127], [-5.4981, -0.6896, 0.4522], [-1.9690, -1.3011, 1.6416], [-1.3390, -1.9426, 0.6965], [-0.6754, -2.5686, -0.2495], [-0.0687, -1.8359, -1.3725], [0.7661, -2.4265, -2.2240], [1.1785, -3.8509, -2.0594], [0.3700, -4.6151, -1.0688], [-0.4750, -4.0234, -0.2314], [-6.9928, 0.5125, 1.4185], [-5.5378, 1.0850, 3.3356], [-3.2324, 0.2117, 3.4396], [-3.8346, -1.8304, -0.2745], [-6.1357, -0.9525, -0.3816], [-1.4035, -1.0148, 2.5268], [-0.3720, -0.8059, -1.5351], [1.1786, -1.8847, -3.0667], [1.2269, -4.3620, -3.0182], [0.5303, -5.6847, -1.0298], [-1.0220, -4.5980, 0.5045], [2.9315, -3.8644, -1.4951], [3.3528, -2.5436, 1.7894], [2.1702, -4.1529, 2.3139], [5.1588, -3.4298, 1.3122]], "lowdin_charge": [1.3002, 0.0961, -0.4865, -0.1805, -0.1516, -0.2459, 0.0077, -0.0169, -0.0261, -0.1443, -0.0630, -0.1927, 0.0319, -0.0057, -0.0148, -0.1091, -0.0422, 0.1424, 0.1355, 0.1303, 0.1231, 0.1199, 0.0467, 0.1316, 0.1236, 0.1146, 0.0925, -0.0808, -0.0724, -0.0418, -0.2480, -0.0427, -0.0745, -0.0530, -0.0006, -0.2324, -0.0944, -0.1224, -0.5916, -0.1188, -0.0453, 0.1079, 0.1089, 0.1147, 0.1180, 0.1094, 0.1209, 0.0872, 0.1175, 0.1068, 0.1181, 0.1253, 0.5807, -0.1312, 0.1204, 0.0968], "mol_weight_g_mol": 644.63, "e_homo_ha": -0.415, "e_tot_ev": -85093.1108, "charge": 1, "max_force_ev_per_a": 0.2, "homo_lumo_gap_ev": 7.64, "de_lowest_kj_mol": 374.0, "lumo_energy_ev": -3.7}

***

# 2
{"formula": "C47H50CsN4OS3SiTe", "method": "ωB97M-V/def2-TZVPD", "species": ["Cs", "S", "C", "N", "C", "C", "C", "C", "C", "C", "S", "H", "H", "H", "H", "C", "N", "C", "C", "S", "N", "C", "C", "H", "H", "H", "H", "H", "H", "H", "H", "H", "H", "H", "H", "C", "C", "C", "C", "C", "C", "Si", "C", "C", "C", "C", "C", "C", "H", "H", "H", "H", "H", "H", "H", "H", "H", "H", "H", "C", "C", "C", "C", "C", "C", "Te", "N", "C", "O", "C", "C", "C", "C", "C", "C", "C", "C", "C", "C", "C", "C", "C", "C", "C", "C", "H", "H", "H", "H", "H", "H", "H", "H", "H", "H", "H", "H", "H", "H", "H", "H", "H", "H", "H", "H", "H", "H", "H"], "coordinates": [[1.9062, 1.7371, -1.0372], [4.6360, 3.5876, -0.8623], [3.8056, 5.0516, -0.8045], [2.5186, 5.2323, -0.9054], [2.1457, 6.5482, -0.8148], [0.8342, 7.0239, -0.8754], [0.6029, 8.3850, -0.7762], [1.6521, 9.2885, -0.6178], [2.9643, 8.8355, -0.5469], [3.1984, 7.4740, -0.6429], [4.7052, 6.6051, -0.5838], [0.0241, 6.3154, -0.9930], [-0.4151, 8.7537, -0.8180], [1.4414, 10.3489, -0.5482], [3.7848, 9.5304, -0.4159], [3.6941, 2.9683, 3.1283], [3.1307, 1.6322, 3.0384], [3.8946, 0.7570, 2.1556], [1.8252, 1.4118, 3.3537], [0.8465, 2.5602, 4.0648], [1.3740, 0.1062, 3.1052], [-0.0762, -0.0341, 3.0091], [1.9472, -0.8766, 4.0176], [4.7371, 2.8958, 3.4454], [3.1327, 3.5548, 3.8455], [3.6666, 3.4698, 2.1556], [4.2644, 1.3450, 1.3110], [3.2823, -0.0659, 1.7925], [4.7663, 0.3595, 2.6855], [-0.4766, 0.6983, 2.3115], [-0.5752, 0.0952, 3.9755], [-0.2901, -1.0339, 2.6286], [3.0353, -0.8260, 3.9974], [1.6327, -1.8716, 3.7026], [1.6061, -0.7042, 5.0485], [-5.2273, 1.4570, 2.8657], [-4.2701, 2.4787, 2.9176], [-3.4512, 2.7246, 1.8340], [-3.5330, 1.9646, 0.6477], [-4.4924, 0.9232, 0.6302], [-5.3243, 0.6849, 1.7113], [-2.5372, 2.4776, -0.8452], [-3.6875, 2.9206, -2.2448], [-3.5536, 4.1546, -2.9190], [-4.4342, 4.5504, -3.9046], [-5.5064, 3.7259, -4.2735], [-5.6632, 2.5013, -3.6241], [-4.7789, 2.1061, -2.6366], [-5.8695, 1.2618, 3.7173], [-4.1637, 3.0795, 3.8145], [-2.7174, 3.5226, 1.8972], [-4.5748, 0.2778, -0.2360], [-6.0536, -0.1166, 1.6515], [-1.7655, 3.6886, -0.4680], [-2.7246, 4.8056, -2.6556], [-4.2898, 5.5027, -4.4049], [-6.1912, 4.0279, -5.0577], [-6.4862, 1.8478, -3.8964], [-4.9251, 1.1433, -2.1628], [2.5341, -8.2552, 2.4480], [2.2317, -6.9221, 1.8113], [1.1491, -6.7475, 0.9621], [0.8490, -5.5081, 0.3991], [-0.3456, -5.4391, -0.5207], [1.6448, -4.3769, 0.6762], [0.9191, -2.3088, 0.0574], [0.1488, -0.1861, -0.7672], [-1.0390, 0.0963, -1.0169], [-1.3851, 1.4119, -1.3717], [-2.2333, -0.7951, -1.1199], [-2.6276, -1.6221, -0.0690], [-3.7163, -2.4661, -0.2141], [-4.4237, -2.5049, -1.4095], [-4.0474, -1.6691, -2.4550], [-2.9682, -0.8133, -2.3071], [1.2176, -2.8554, -1.9646], [0.1245, -2.8101, -2.8250], [0.2269, -3.1887, -4.1531], [1.4401, -3.6495, -4.6413], [2.5403, -3.6839, -3.7992], [2.4602, -3.2747, -2.4692], [3.7112, -3.2803, -1.6334], [2.7448, -4.5671, 1.5277], [3.7045, -3.4465, 1.8700], [3.0275, -5.8183, 2.0732], [1.7651, -8.9876, 2.2011], [2.5809, -8.1576, 3.5347], [3.4997, -8.6407, 2.1113], [0.5116, -7.5986, 0.7365], [-0.9429, -6.3498, -0.4415], [-0.0255, -5.3329, -1.5588], [-0.9771, -4.5802, -0.2889], [-2.0972, -1.5649, 0.8699], [-4.0253, -3.0912, 0.6154], [-5.2759, -3.1645, -1.5199], [-4.6050, -1.6728, -3.3844], [-2.6813, -0.1449, -3.1103], [-0.8312, -2.4801, -2.4414], [-0.6413, -3.1362, -4.7992], [1.5323, -3.9772, -5.6701], [3.4925, -4.0341, -4.1849], [4.6003, -3.2481, -2.2661], [3.7584, -4.1750, -1.0105], [3.7122, -2.4194, -0.9640], [3.3086, -2.4822, 1.5581], [4.6625, -3.6073, 1.3675], [3.8956, -3.4188, 2.9453], [3.8931, -5.9251, 2.7243]], "mulliken_spin": [0.0850, 0.0001, 0.0018, -0.0041, 0.0079, -0.0063, 0.0026, -0.0007, 0.0003, -0.0011, 0.0000, 0.0008, 0.0005, -0.0002, 0.0002, -0.0016, 0.0037, -0.0022, -0.0101, 0.0028, 0.0059, -0.0271, -0.0010, 0.0001, -0.0002, 0.0012, -0.0002, 0.0012, 0.0001, 0.0188, 0.0001, -0.0005, 0.0000, 0.0000, 0.0005, 0.1769, -0.0362, 0.0134, 0.0555, 0.1093, -0.1213, 0.1701, 0.0377, 0.0193, -0.0370, 0.2010, -0.1235, 0.0977, 0.0389, 0.0042, -0.0034, 0.1351, 0.0023, 0.0188, 0.0147, -0.0013, 0.0372, -0.0068, 0.1415, 0.0000, -0.0001, 0.0004, 0.0002, 0.0022, 0.0009, -0.0134, 0.0672, -0.0702, -0.0790, 0.0886, -0.0090, -0.0088, 0.0266, -0.0042, -0.0241, 0.0020, -0.0113, 0.0008, 0.0088, -0.0027, -0.0015, -0.0023, 0.0004, 0.0001, 0.0000, 0.0000, 0.0000, 0.0000, 0.0000, 0.0001, -0.0011, -0.0010, -0.0013, -0.0030, 0.0066, 0.0021, 0.0080, -0.0016, -0.0026, 0.0009, -0.0012, 0.0005, 0.0002, -0.0001, -0.0006, 0.0000, 0.0002, 0.0000], "mol_weight_g_mol": 1071.74, "e_homo_ha": [0.061, -0.094], "e_tot_ev": -105784.8512, "multiplicity": 2, "charge": -2, "max_force_ev_per_a": 1.9, "homo_lumo_gap_ev": [1.73, 5.92], "de_lowest_kj_mol": 72.1, "lumo_energy_ev": [3.4, 3.4]}

***

# 3
{"formula": "C14H16S", "method": "ωB97M-V/def2-TZVPD", "species": ["C", "C", "C", "C", "C", "C", "C", "C", "C", "C", "C", "C", "C", "C", "S", "H", "H", "H", "H", "H", "H", "H", "H", "H", "H", "H", "H", "H", "H", "H", "H"], "coordinates": [[1.2374, 2.0318, 2.9913], [-0.1065, 1.9450, 2.6116], [2.0857, 0.9877, 2.6657], [-0.5115, 0.9566, 1.6947], [0.4818, 0.0686, 1.1676], [1.7222, -0.0374, 1.7305], [-1.7911, 0.7215, 1.3588], [0.0355, -0.9861, 0.2030], [-2.0307, -0.6489, -3.0177], [-0.5752, -0.0538, -3.2992], [-1.9493, -1.0547, -1.5531], [-0.0069, 0.4972, -2.0250], [-0.7768, -0.4081, -0.9645], [2.6399, -1.1883, 1.4401], [-3.3048, 0.4634, 1.1820], [1.3848, 2.7918, 3.6989], [-0.7614, 2.7150, 2.8686], [3.1646, 1.1248, 2.8677], [0.9686, -1.4413, -0.2143], [-0.6759, -1.5423, 0.8012], [-2.8593, 0.0119, -3.0562], [-2.2524, -1.4843, -3.6666], [0.0321, -0.7917, -3.7418], [-0.5951, 0.7965, -3.9518], [-2.8557, -0.6629, -1.0323], [-2.0082, -2.1332, -1.5215], [0.9998, 0.3933, -1.8559], [-0.2980, 1.4590, -1.6046], [3.3354, -1.3721, 2.2600], [1.9976, -2.0542, 1.3568], [3.2734, -1.1048, 0.6063]], "lowdin_charge": [-0.0740, -0.0091, -0.0234, -0.2774, -0.1563, -0.2098, -0.5762, -0.1178, -0.1411, -0.1601, -0.2257, -0.1221, -0.1621, -0.0445, 0.7855, 0.0867, 0.0955, 0.1174, 0.1218, 0.1283, 0.0893, 0.0977, 0.0935, 0.0924, 0.0468, 0.1169, 0.0755, 0.1231, 0.0851, 0.0749, 0.0690], "mol_weight_g_mol": 216.35, "e_homo_ha": [-0.211, -0.212], "e_tot_ev": -25607.5195, "max_force_ev_per_a": 5.2, "homo_lumo_gap_ev": [5.02, 5.06], "de_lowest_kj_mol": 207.0, "lumo_energy_ev": [-0.7, -0.7]}

***

# 4
{"formula": "C35H37F3N4O4S", "method": "ωB97M-V/def2-TZVPD", "species": ["F", "C", "F", "F", "S", "C", "C", "C", "C", "C", "N", "O", "O", "C", "C", "O", "O", "H", "H", "H", "H", "H", "C", "N", "C", "C", "C", "C", "C", "C", "C", "C", "C", "C", "C", "C", "N", "C", "C", "C", "C", "C", "C", "C", "C", "N", "C", "C", "C", "C", "C", "C", "H", "H", "H", "H", "H", "H", "H", "H", "H", "H", "H", "H", "H", "H", "H", "H", "H", "H", "H", "H", "H", "H", "H", "H", "H", "H", "H", "H", "H", "H", "H", "H"], "coordinates": [[5.0324, 0.1360, 3.1346], [4.0093, -0.7419, 3.1880], [3.9425, -1.4089, 2.0008], [4.2538, -1.6429, 4.1573], [2.4042, 0.1477, 3.5367], [1.2817, -1.0728, 3.0416], [-0.1051, -0.8537, 3.1587], [-1.0272, -1.9587, 3.1641], [-2.3832, -1.7677, 3.3191], [-2.8996, -0.4573, 3.3159], [-4.2651, -0.2364, 2.9979], [-4.6201, 0.9315, 2.6986], [-5.0471, -1.2126, 2.9949], [-2.0241, 0.6460, 3.3922], [-0.6683, 0.4628, 3.2762], [2.4247, 0.3625, 4.9660], [2.3454, 1.2979, 2.6443], [1.7088, -2.0603, 2.8681], [-0.6157, -2.9662, 3.0808], [-3.1003, -2.5802, 3.4018], [-2.4355, 1.6414, 3.5135], [-0.0166, 1.3352, 3.2505], [7.4658, -1.6086, -2.6373], [7.0242, -0.7761, -1.5352], [8.0239, -0.4914, -0.5245], [5.7200, -0.4168, -1.3879], [5.3192, 0.4804, -0.3550], [3.9849, 0.6247, -0.0509], [2.9691, -0.0137, -0.8149], [1.5922, 0.1116, -0.4419], [0.5457, -0.3295, -1.2301], [-0.8237, 0.0243, -1.0960], [-1.8390, -0.8215, -1.7157], [-1.4984, -2.1148, -2.2026], [-2.4154, -2.9263, -2.8484], [-3.7851, -2.5464, -2.9269], [-4.7229, -3.3632, -3.4881], [-6.1437, -3.1799, -3.2733], [-4.3950, -4.4266, -4.4123], [-4.1494, -1.2761, -2.4102], [-3.1805, -0.4117, -1.9354], [-1.1785, 1.2492, -0.3969], [-0.2727, 2.3313, -0.2582], [-0.6204, 3.4973, 0.3974], [-1.9710, 3.7107, 0.7753], [-2.3794, 4.9073, 1.2977], [-3.7246, 5.4046, 1.1137], [-1.5247, 5.7269, 2.1279], [-2.8958, 2.6505, 0.6323], [-2.4629, 1.4252, 0.1770], [3.3791, -0.7652, -1.9467], [4.7150, -0.9876, -2.2167], [6.9816, -1.3069, -3.5737], [8.5502, -1.4960, -2.7362], [7.2519, -2.6764, -2.4682], [7.5711, -0.4425, 0.4735], [8.7714, -1.2950, -0.5450], [8.5478, 0.4571, -0.7197], [6.0679, 1.0157, 0.2309], [3.6804, 1.2427, 0.7923], [1.3863, 0.6086, 0.5095], [0.7846, -1.0396, -2.0189], [-0.4898, -2.4978, -2.0706], [-2.0813, -3.8787, -3.2598], [-6.3298, -2.5888, -2.3704], [-6.6287, -2.6843, -4.1293], [-6.6251, -4.1601, -3.1568], [-3.3222, -4.4442, -4.6115], [-4.7089, -5.3998, -4.0088], [-4.9308, -4.2864, -5.3621], [-5.1888, -0.9522, -2.4295], [-3.4847, 0.6122, -1.7447], [0.7235, 2.2639, -0.6879], [0.1253, 4.2793, 0.5529], [-4.2321, 4.8335, 0.3298], [-4.3055, 5.3401, 2.0453], [-3.6829, 6.4607, 0.8158], [-0.5724, 5.2176, 2.3091], [-1.3350, 6.6998, 1.6525], [-2.0163, 5.9224, 3.0939], [-3.9289, 2.7812, 0.9529], [-3.1533, 0.5857, 0.2500], [2.6303, -1.2146, -2.5938], [4.9933, -1.6471, -3.0394]], "lowdin_charge": [0.1161, -0.6284, 0.0946, 0.1249, 0.7155, -0.2167, -0.2789, -0.0400, -0.0106, -0.2047, -0.3490, -0.0157, 0.0070, -0.0201, -0.0423, -0.2955, -0.3463, 0.0807, 0.1072, 0.1128, 0.1130, 0.0956, -0.0632, -0.1864, -0.0532, -0.2107, -0.0116, -0.0209, -0.2058, 0.0143, -0.0316, -0.0554, -0.1534, -0.0090, -0.0063, -0.2077, -0.1920, -0.0561, -0.0529, -0.0002, -0.0154, -0.1501, -0.0078, 0.0072, -0.2131, -0.1979, -0.0568, -0.0542, -0.0048, -0.0329, -0.0082, -0.0099, 0.0868, 0.0885, 0.1006, 0.0872, 0.0903, 0.0984, 0.1092, 0.1008, 0.1036, 0.0870, 0.1105, 0.0999, 0.0851, 0.0982, 0.0930, 0.0730, 0.0962, 0.0952, 0.1043, 0.1121, 0.1159, 0.1132, 0.0881, 0.0970, 0.0907, 0.0849, 0.0915, 0.0953, 0.1096, 0.1163, 0.1067, 0.0975], "mol_weight_g_mol": 666.77, "e_homo_ha": -0.223, "e_tot_ev": -70027.1544, "max_force_ev_per_a": 1.7, "homo_lumo_gap_ev": 4.32, "de_lowest_kj_mol": 0.0, "lumo_energy_ev": -1.7}

***

# 5
{"formula": "C16H17CuN5O2S", "method": "ωB97M-V/def2-TZVPD", "species": ["Cu", "N", "C", "S", "N", "N", "C", "C", "C", "C", "C", "C", "C", "C", "C", "C", "C", "C", "N", "H", "H", "H", "H", "H", "H", "H", "H", "H", "H", "H", "N", "C", "C", "C", "O", "O", "H", "H", "H", "H", "H", "H"], "coordinates": [[0.5937, -3.2209, -0.4018], [-3.8927, -2.3112, 0.1601], [-2.5736, -2.0376, -0.1306], [-1.6929, -3.3382, -0.8675], [-2.2350, -0.8359, 0.0982], [-0.9669, -0.4141, -0.2713], [-0.8731, 0.8265, -0.3091], [-2.0749, 1.7740, -0.0819], [-2.0361, 2.8041, 0.8135], [-3.0966, 3.6908, 0.9155], [-4.2162, 3.5545, 0.1140], [-4.3291, 2.4571, -0.7618], [-3.2987, 1.5532, -0.8366], [0.4969, 1.3622, -0.4522], [1.5411, 0.5223, -0.7140], [2.8114, 0.9660, -0.4335], [2.9942, 2.3003, 0.0204], [1.8941, 3.0896, 0.2248], [0.6358, 2.6229, -0.0406], [-4.1818, -3.2236, 0.2867], [-4.4416, -1.5392, 0.5902], [-1.1390, 3.0712, 1.3690], [-3.0482, 4.5503, 1.5297], [-4.9661, 4.3556, 0.2263], [-5.3087, 2.3704, -1.3695], [-3.2503, 0.7224, -1.4951], [1.3017, -0.5199, -0.9910], [3.7164, 0.3310, -0.5708], [3.9893, 2.6521, 0.2894], [1.9908, 4.0742, 0.5941], [1.7580, -2.1658, 1.0555], [3.2396, -2.1411, 0.8381], [3.5468, -2.6049, -0.5769], [3.2223, -4.0606, -0.6597], [3.9493, -4.8739, -0.0818], [2.1588, -4.2581, -1.3541], [1.3321, -1.2611, 0.8493], [1.5561, -2.4393, 1.9688], [3.6818, -2.8077, 1.5040], [3.5883, -1.1580, 0.9414], [4.6399, -2.3791, -0.6861], [2.9828, -2.0606, -1.3032]], "lowdin_charge": [0.1187, 0.0389, -0.9130, 0.5648, -0.0365, 0.0820, -0.1980, -0.1234, -0.0677, -0.1062, -0.1187, -0.1064, -0.0379, -0.2283, -0.0448, -0.0568, -0.0762, -0.1214, 0.1108, 0.0264, 0.1057, 0.0990, 0.0811, 0.0967, 0.1221, 0.0940, 0.1046, 0.1115, 0.0959, 0.0866, 0.0234, -0.2156, -0.1490, -0.7178, -0.0115, -0.1224, 0.0485, 0.0616, 0.0974, 0.0641, 0.1307, 0.0871], "mol_weight_g_mol": 406.96, "e_homo_ha": -0.166, "e_tot_ev": -83890.0607, "charge": -1, "max_force_ev_per_a": 3.1, "homo_lumo_gap_ev": 7.27, "de_lowest_kj_mol": 17.7, "lumo_energy_ev": 2.7}